# 1
58
Properties=species:S:1:pos:R:3:mulliken_charge:R:1 method="wB97M-V/def2-TZVPD" charge=+4 homo_lumo_gap_ev="5.42 / 5.38" homo_energy_ev="-20.07 / -20.07" spin_multiplicity=3 s2=2.0257
Br -2.78324 2.30956 -5.79988 0.016
Mn 0.34573 -0.73104 0.51920 -0.148
N 1.07490 1.53262 0.95284 0.677
N -1.43887 -0.31473 0.11059 0.316
N -0.99586 2.62012 1.81154 0.724
N 0.49353 -0.72910 -1.55866 0.299
N 0.10917 -0.77881 2.42956 0.229
N 1.79991 0.41869 0.66952 -0.259
N 1.49681 -2.29028 0.37252 0.412
N -0.88991 3.58311 0.83127 -1.121
N -1.37330 -1.57502 0.29446 -0.085
N -0.14519 0.48788 2.84727 0.258
C -2.08521 2.94370 2.61664 -0.280
C -0.45138 0.47765 4.16951 -0.158
C -2.71357 -1.37745 -1.47054 -0.651
C -0.09043 -1.58477 3.46987 -0.157
C -1.73333 1.45231 -4.44023 -0.705
C 1.83494 2.63036 0.64857 -0.088
C 2.97628 0.79870 0.18832 -0.092
C 0.26592 0.17718 -3.83229 -0.769
C -0.14140 0.04541 -2.50216 0.286
C -2.16415 1.41936 -3.14029 -0.893
C 1.98062 -3.08238 1.32592 0.147
C -1.78679 4.49081 1.05839 -0.222
C 3.05060 2.19615 0.16949 -1.237
C -0.41709 -0.83078 4.59988 -1.264
C -2.15108 -2.26129 -0.61084 -0.696
C 3.08624 -4.52538 -0.24564 -0.438
C 2.62100 -3.69590 -1.25308 -1.000
C -2.24560 -0.02312 -1.05111 -0.047
C 1.25622 -1.73913 -1.91941 -0.306
C -1.36086 0.80050 -2.06155 1.387
C -0.48539 0.86119 -4.77170 -0.582
C 2.75389 -4.21386 1.06738 -1.071
C 1.81259 -2.58818 -0.92554 0.024
C -2.59755 4.12509 2.17885 -0.851
B -0.06605 1.56737 1.88130 0.418
H -0.58392 -1.19617 5.59505 0.502
H 3.88427 2.79990 -0.14029 0.515
H -3.38623 -1.58816 -2.27817 0.579
H 3.72316 0.08642 -0.11171 0.600
H -3.43989 4.66935 2.56032 0.490
H 2.86665 -3.90182 -2.28477 0.552
H -0.03148 -2.65630 3.40759 0.639
H -1.01726 1.66518 -1.45532 0.173
H -3.10321 0.60969 -0.78219 0.727
H -2.27250 -3.32614 -0.54005 0.589
H 1.40615 -1.99528 -2.96553 0.648
H 1.48258 3.63302 0.81580 0.642
H 3.08535 -4.83397 1.88848 0.493
H -2.40896 2.30928 3.41557 0.599
H -0.12244 0.93706 -5.78997 0.543
H 3.70174 -5.38468 -0.47075 0.529
H -1.87928 5.36342 0.43773 0.528
H 1.76514 -2.82165 2.35220 0.692
H 1.20835 -0.23639 -4.16302 0.587
H -3.09226 1.89992 -2.85885 0.620
H -0.62805 1.37075 4.73788 0.679



# 2
141
Properties=species:S:1:pos:R:3:mulliken_charge:R:1 method="wB97M-V/def2-TZVPD" charge=0 homo_lumo_gap_ev="7.97 / 8.31" homo_energy_ev="-8.10 / -8.10" de_lowest_kcal_mol=0.0 spin_multiplicity=4 s2=3.7812
Cr 6.66148 3.19831 15.63400 0.825
O 0.94212 5.68915 17.10925 -0.430
O 4.30896 11.70985 16.25609 -0.467
O 6.14722 2.48141 13.58854 -0.679
O 7.93828 3.54827 13.95657 -0.446
O 4.54510 2.48122 15.86666 -0.701
O 5.82381 5.10967 15.40687 -0.989
O 3.83047 7.71073 20.20344 -0.448
O 9.02967 9.28334 18.03784 -0.025
O 6.26411 0.17032 15.34802 -0.095
O 3.32634 5.92875 12.15462 -0.359
O 7.74422 4.96939 20.62385 -0.429
O 7.61776 4.79910 16.51279 -0.668
O 5.74718 2.98597 17.58296 -0.630
N 6.39352 13.47629 17.31054 -0.605
N 3.56712 6.84511 14.73682 0.679
N 8.26094 2.07362 16.41868 -0.218
N 1.58185 7.59137 22.45481 -0.772
N 4.36963 8.21815 9.44104 -0.801
N 10.47484 7.29148 20.05931 -0.571
N 12.01856 9.06554 17.32170 -0.653
C 9.59581 9.17568 16.74618 -0.750
C 8.45347 0.69166 15.86253 0.219
C 2.50540 6.57914 21.92012 0.458
C 6.70938 5.61406 16.15518 1.173
C 4.06148 7.98484 18.85151 -0.022
C 4.09712 10.47423 15.64566 -0.482
C 5.21195 -0.74312 15.28251 -0.902
C 4.09592 13.76249 18.30515 -1.483
C 9.78196 0.14290 16.40240 -1.654
C 6.33700 5.06166 20.64975 -0.542
C 10.44976 5.49316 21.70114 -1.419
C 10.99344 9.81068 16.58839 0.209
C 4.26490 4.88797 12.17278 -0.857
C 7.17571 2.99022 13.08822 1.254
C 1.76994 5.23199 22.03718 -1.467
C 3.58310 2.00922 18.00738 -1.563
C 7.46808 3.01758 11.63272 -1.546
C 2.06741 5.56222 16.26857 -0.371
C 1.22349 7.40122 14.76252 -1.500
C 4.97997 8.39259 11.79495 -0.983
C 7.27681 -0.15099 16.29960 -0.721
C 4.97914 11.53324 17.49165 0.296
C 8.75257 10.58495 18.48386 -1.055
C 2.80520 6.79073 20.44817 -0.193
C 6.84087 7.06932 16.44459 0.620
C 9.87582 6.00055 20.38343 0.633
C 0.52464 4.45719 17.62209 -0.533
C 4.65779 2.51762 17.10920 1.836
C 11.30985 9.80430 15.09644 -1.646
C 5.32019 12.86883 18.11235 0.302
C 8.37197 6.20214 20.41831 0.052
C 4.58928 7.43253 10.69665 1.002
C 2.37991 6.87350 15.58530 1.988
C 3.29533 6.71142 10.97581 -1.350
H 5.27357 8.61346 9.20991 0.271
H 8.52571 0.79652 14.78474 0.125
H 3.54709 10.61858 14.70690 0.320
H 1.88182 4.82249 15.47303 0.474
H 6.02037 4.12443 21.10686 0.341
H 2.67853 7.60021 16.35172 -1.110
H 3.40731 9.81703 16.19042 0.170
H 1.56097 5.01119 23.08194 0.372
H 10.25180 6.22957 22.47661 0.330
H 1.28048 4.10025 18.33926 0.037
H 7.44780 -1.22226 16.14865 0.585
H 1.21605 7.00903 13.74481 0.269
H 6.00336 13.53943 16.36857 0.279
H 11.47990 7.32515 20.12858 0.301
H 3.39287 13.32186 19.01864 0.369
H 9.88555 0.17178 17.48541 0.353
H 7.36137 7.20587 17.38998 -0.627
H 4.50677 -0.63102 16.11003 0.267
H 10.88769 10.84390 16.91621 0.430
H 5.87070 10.89657 17.44913 -0.236
H 1.86332 7.11285 19.97307 0.300
H 11.83328 8.07199 17.24172 0.317
H 2.94881 5.21871 16.83418 -0.057
H 8.26442 2.02551 17.44010 0.350
H 5.99934 5.86344 21.31989 0.430
H 4.26637 4.29556 11.25155 0.499
H 2.70595 1.65978 17.47626 0.328
H 4.01535 1.10390 18.46166 0.413
H 0.25209 7.27753 15.23767 0.397
H 8.90950 9.69002 16.05504 0.513
H 4.44795 14.70305 18.72950 0.406
H 4.43560 7.05280 18.40185 -0.095
H 6.58492 2.79008 11.04317 0.307
H 3.52364 13.88019 17.38603 0.288
H 8.04094 6.71077 19.50097 -0.372
H 9.18053 2.50179 16.29388 0.274
H 2.40619 4.43058 21.65411 0.333
H 5.74863 9.10263 11.48987 0.452
H 0.70546 7.46195 21.95921 0.283
H 12.27538 10.28318 14.93623 0.389
H 11.94832 9.31253 18.30242 0.343
H 2.47634 7.41128 11.15247 0.289
H 4.11539 8.91141 12.21059 0.309
H 0.84482 5.23623 21.45474 0.344
H 5.56251 -1.78849 15.24129 0.391
H 10.59365 0.72284 15.95209 0.457
H 4.71778 -0.64018 14.31623 0.222
H 7.81292 4.00886 11.33779 0.333
H 5.01165 9.97118 15.31702 0.206
H 4.35517 6.31661 15.07966 -0.396
H 4.79560 8.77294 18.69618 0.022
H 5.26679 5.13790 12.53814 0.104
H 5.37653 7.84137 12.65539 -0.139
H 6.94467 0.06510 17.32021 0.196
H 8.34109 10.56846 19.49027 0.262
H 3.93733 4.16032 12.92636 0.228
H 3.14713 8.31808 18.34495 0.387
H 4.10636 7.56946 8.70696 0.248
H 3.41244 2.65646 18.86430 0.158
H 0.36315 3.66808 16.87844 0.325
H 5.34738 6.67418 10.46550 0.249
H 9.67844 11.16569 18.58782 0.337
H 9.87641 4.58423 21.90936 0.301
H 10.53450 10.32905 14.53757 0.386
H 8.09120 11.10810 17.78390 0.417
H -0.41214 4.59246 18.16234 0.317
H 6.50255 14.46182 17.53823 0.283
H 5.89217 5.22485 19.66346 -0.029
H 11.38383 8.78858 14.69992 0.327
H 10.14206 7.69616 19.19425 0.047
H 8.27066 2.31251 11.41411 0.395
H 5.70997 12.61529 19.10490 0.291
H 3.32646 6.62608 13.77173 0.019
H 9.68151 8.11252 16.51336 0.300
H 1.36593 8.48495 14.68134 0.297
H 10.06440 5.26033 19.58827 0.086
H 4.26275 11.01690 18.15178 0.139
H 3.02728 6.12701 10.08236 0.487
H 11.48453 5.17927 21.58497 0.445
H 3.05302 5.83171 19.95667 -0.106
H 8.15599 6.91373 21.23341 0.302
H 9.92233 -0.86881 16.01677 0.423
H 5.82972 7.46416 16.56146 -0.542
H 7.35499 7.59721 15.64598 0.336
H 1.92117 8.50941 22.18070 0.319
H 3.40841 6.41149 22.50934 0.287



# 3
192
Properties=species:S:1:pos:R:3:mulliken_charge:R:1 method="wB97M-V/def2-TZVPD" charge=0 homo_lumo_gap_ev=6.97 homo_energy_ev=-7.63 spin_multiplicity=1
O 1.85233 1.11920 -4.49817 -0.877
O 0.33564 -5.39618 -4.36309 -0.595
O -5.67280 -3.77144 0.74458 -0.565
O -0.24023 5.45414 1.29492 -0.661
O -7.39282 1.13099 -2.81539 -0.671
O -7.95996 -1.55439 -2.18986 -0.682
O -4.05128 0.36185 3.15557 -0.443
O 0.57288 3.89678 -1.27767 0.324
O -4.65243 3.26377 -5.29979 -0.604
O 3.02950 -3.28289 -0.57829 1.029
O -2.17592 -6.14362 -2.70860 -0.594
O -2.44249 -1.23249 -5.97866 -0.604
O -0.07819 0.24490 -6.23822 -0.642
O -3.98290 -4.21526 -1.76038 -0.276
O -1.17020 -2.92562 4.40726 -0.612
O 1.16707 -5.55612 -1.63738 -0.049
O -6.06960 2.44821 -0.82404 -0.561
O -2.77997 -2.09602 -3.14496 -0.896
O -0.11057 -5.23747 0.90109 -0.679
O 0.37168 -0.08586 5.68492 -0.654
O 3.01645 -1.59471 -3.88100 -0.431
O -6.84567 -4.22082 -2.31741 -0.711
N 1.73199 4.67604 -1.09639 0.789
N 4.04878 -3.23527 0.40307 -0.060
N -2.40574 -1.28713 -2.06377 0.961
N -0.12463 1.23300 5.65811 1.417
C -3.04916 0.57371 -0.55640 -1.914
C 5.63268 -4.35266 -1.10779 -1.666
C -0.68040 -0.33853 -0.63339 -0.529
C 0.35642 2.03336 4.55002 1.542
C -5.00399 -3.26661 1.88509 -0.335
C -3.69386 1.39718 4.06190 -0.407
C -3.40431 0.80301 -3.02250 -1.696
C 4.68940 -2.45653 2.64980 -1.249
C -1.39339 -2.12790 3.25959 0.102
C -0.31731 1.72994 7.03153 1.499
C -0.05240 1.32350 3.23690 -0.391
C -0.22572 -0.52391 -3.08791 -1.164
C 1.87758 5.27480 -3.55535 -1.590
C 5.61637 -1.88743 -1.02563 -0.808
C -0.36015 -2.53594 -1.69943 -1.831
C 1.84213 5.74725 -2.09647 1.268
C -1.49707 4.96695 0.85114 -0.126
C 2.27155 -2.53951 -4.60158 -0.482
C 3.28466 2.82928 -1.85496 -1.201
C 1.07178 1.79183 7.68569 -1.653
C 6.40849 -3.24267 0.96408 -1.076
C 3.61421 -2.44691 1.54698 1.957
C -0.25112 3.42103 4.52962 -0.555
C 4.11304 4.72573 -0.43869 -1.539
C 5.37106 -3.15423 -0.18321 1.085
C 0.65915 6.70609 -1.85784 -1.876
C 1.88806 2.12503 4.48313 -1.575
C 6.08772 -2.26192 2.06961 -0.677
C 2.56581 3.08002 0.52356 -2.870
C -0.96350 -1.13260 -1.89478 2.811
C 2.20843 -6.50963 -1.45036 -0.788
C -0.96410 3.11013 6.99158 -1.336
C -0.41192 4.04299 5.92011 -1.070
C -4.75220 -0.80867 -1.63684 -1.877
C -1.23806 0.78251 7.79347 -2.131
C -3.35775 -0.21022 -1.84479 2.125
C 2.90588 3.84038 -0.75079 2.346
C -1.54313 0.89140 -0.38529 1.238
C 4.38481 5.76866 -1.49886 -0.660
C 3.09468 6.59172 -1.71117 -1.198
C 3.24548 -0.96368 1.25272 -1.254
C 2.36260 -3.10993 2.16098 -2.191
H -6.45519 2.07794 -1.65630 0.311
H 0.74766 3.27049 -2.00548 -0.069
H 1.02614 -5.75839 -4.93354 0.228
H -4.09062 1.59961 -2.72664 0.236
H -7.78495 1.10413 -3.69263 0.301
H -0.58798 -1.04981 -3.96893 0.582
H -4.27776 3.95901 -5.85123 0.301
H -1.25423 3.46628 4.09135 0.219
H 3.31156 7.17835 -2.60646 0.433
H -2.60818 -6.65030 -3.40586 0.266
H -1.04205 -3.84133 4.15185 0.310
H 5.46427 -5.34621 -0.69017 0.392
H 0.44630 0.38602 3.00560 0.340
H 2.12094 -2.66512 3.12786 0.512
H 6.64342 -1.91669 -1.38963 0.546
H -4.62937 0.69802 2.46349 0.281
H -6.06807 -3.89195 -1.83493 0.371
H 4.12677 3.16923 -2.45871 0.236
H 2.50468 -0.91205 0.45425 -0.134
H 1.82410 2.30267 0.31541 0.120
H -3.65766 -3.47447 -2.30362 0.350
H 0.65120 0.42531 -5.59962 0.376
H -3.10425 0.91986 4.83857 0.127
H 3.14102 -6.03468 -1.77882 0.233
H -7.40824 -2.29656 -2.49274 0.270
H 1.07375 -5.32420 -2.57039 -0.071
H 0.89551 4.88416 -3.82514 0.325
H 1.44209 -2.98475 1.58622 0.083
H -1.65191 -0.67437 -5.82384 0.334
H -1.70090 4.01029 1.33578 -0.180
H 0.52161 4.49154 6.27574 0.387
H -4.89704 -2.17896 1.83762 0.094
H -3.86037 0.39592 -3.92839 0.367
H -0.09698 2.00118 2.37792 -0.459
H -0.79225 -3.18161 -0.93270 -0.043
H 2.88333 7.14388 -0.79940 0.357
H 2.60887 -4.13984 -0.42681 -0.020
H 1.53877 2.76326 7.49122 0.330
H -2.31069 5.68111 0.96670 0.476
H -2.64133 -1.64064 -4.00224 0.332
H -4.00701 -3.70975 1.90413 0.099
H 4.58305 -3.27701 3.36745 0.467
H 6.44328 -4.27131 1.31961 0.348
H -1.26793 1.64284 -1.13718 -0.283
H -5.42207 -0.07883 -1.17968 0.184
H -7.42470 0.20256 -2.49821 0.365
H -1.29462 -5.94101 -3.05560 0.330
H 7.37185 -2.92235 0.56143 0.429
H 4.67519 5.33700 -2.46139 0.300
H -0.48210 -3.12009 -2.61977 0.440
H -2.05642 3.07813 7.07507 0.469
H 0.72350 7.63248 -2.43312 0.436
H -0.38173 0.55227 -3.15139 0.430
H -0.28398 -0.56981 5.16598 0.244
H -0.41880 -5.25798 -4.95139 0.260
H -0.86998 -4.74430 0.57393 0.261
H 6.12713 -1.22166 1.73278 0.284
H -3.38697 0.04572 0.33878 -0.119
H 3.88786 5.23305 0.50483 0.455
H -1.42801 1.14882 8.80538 0.472
H 2.79820 -0.52711 2.14630 0.144
H -1.36847 1.37228 0.57589 -0.539
H 2.36656 -6.73755 -0.39898 0.336
H 3.45300 2.60103 0.94389 0.629
H -3.16674 2.19744 3.53192 0.015
H 0.31563 4.07777 3.86697 0.226
H 2.40216 -3.56570 -4.22790 0.191
H 0.34889 -0.09939 -7.03004 0.320
H -0.77844 -0.19601 7.92759 0.399
H 4.44048 -1.63682 3.33398 0.352
H 2.30290 2.78978 5.24676 0.322
H -7.08132 -5.03501 -1.86297 0.313
H 0.71636 -2.47720 -1.51724 0.105
H 6.61025 -4.25398 -1.57285 0.467
H -2.12052 -1.97534 -6.49773 0.263
H 1.19775 -2.44520 -4.43739 0.014
H -0.79534 -0.99789 0.23940 0.071
H -6.15759 3.40194 -0.91258 0.303
H 2.14429 3.66446 1.34537 0.552
H -5.18258 -1.11430 -2.58905 0.415
H 2.12755 2.57553 3.51591 0.116
H 2.39133 1.16314 4.56953 0.324
H 4.85384 -4.30491 -1.88056 0.093
H -1.05955 4.92394 5.87480 0.408
H -0.30777 6.23536 -2.02829 0.289
H 1.10446 1.71544 8.77816 0.448
H -3.30594 -4.90634 -1.86600 0.192
H 2.62294 -4.16694 2.24028 0.538
H 0.39130 -0.12204 -0.55269 -0.429
H 0.45742 4.98100 0.82492 0.201
H 3.65763 1.88644 -1.44324 0.355
H -5.50487 -3.45270 2.83413 0.391
H 2.45708 -2.64299 -5.67602 0.396
H -4.65739 -1.58060 -0.86948 0.377
H 3.84372 -1.99939 -3.60666 0.237
H 5.03231 4.14711 -0.31024 0.393
H -1.94624 -1.23241 3.54236 0.181
H -3.58003 1.52466 -0.57850 0.834
H -8.51952 -1.93527 -1.50679 0.303
H 5.42196 -0.96826 -0.47888 0.312
H 0.83773 -0.66717 -2.90258 -0.154
H 0.33770 -5.54973 0.09558 0.325
H 2.58674 4.45080 -3.64852 0.313
H -4.34337 3.46284 -4.40847 0.307
H -0.45306 -1.81776 2.78340 -0.111
H -2.40305 1.16705 -3.23873 0.275
H 5.21570 6.39757 -1.17532 0.426
H -5.02379 -4.10740 0.11601 0.241
H -2.19686 0.71353 7.27851 0.358
H 2.19581 6.06803 -4.22808 0.454
H -1.93833 -2.69676 2.50032 0.140
H 6.82975 -2.30325 2.87217 0.445
H -1.45852 4.83016 -0.23362 0.040
H 2.54633 1.64897 -4.91036 0.320
H -4.56280 1.91340 4.48665 0.429
H 2.32751 0.48323 -3.93764 0.174
H -1.13242 1.14023 3.31515 -0.262
H 2.03776 -7.42350 -2.02030 0.259
H 4.93196 -1.88187 -1.87711 -0.445
H 0.71704 7.04158 -0.82083 0.379
H 4.15842 -0.41303 1.02748 0.355
H 1.76719 1.03948 7.31629 0.215
H -0.80366 3.62765 7.94834 0.374
H 2.39764 2.58622 -2.43935 0.065



Look up the charge of the first one. +4



What is the charge in the third record? 0